Record 1
# C27H34F3Ge2MgN4O4S

A molecular structure, C27H34F3Ge2MgN4O4S at a distorted geometry (ωB97M-V/def2-TZVPD, OMol25).

Calculated values
Largest force on an atom   4.4 eV/A
M   737.2 g mol⁻¹
Energy   -6621.06451 a.u.
Energy relative to the best compared isomer or geometry (same formula, charge and spin)   2.060 eV
HOMO level   -5.179 eV
Net charge   -1

Element x y z (Å)
1 S 0.924894 -3.198366 -0.094018
2 C 5.671072 0.227545 -2.133669
3 O 0.085959 -2.205518 0.550536
4 N 4.656798 0.552623 -1.423712
5 H -2.133983 2.815493 0.063134
6 C -4.078590 2.125906 -0.520760
7 Mg 0.721070 -0.866905 -0.724896
8 C -1.293799 1.425746 3.761301
9 H -3.129694 -0.036330 -2.433163
10 F 3.455437 -3.863027 0.460791
11 H -1.170732 1.784566 4.775135
12 H 2.767409 3.530968 3.497777
13 H -2.326449 -1.874823 1.901782
14 Ge 0.088211 0.809429 2.452988
15 H -0.239293 -0.908924 5.072752
16 C -3.912498 -3.309521 -2.115166
17 H 1.079751 3.090787 1.728270
18 C 3.463314 0.305183 -1.234177
19 C 1.998725 2.768297 3.633085
20 H -5.071635 -1.504504 -2.195467
21 C -1.535367 -3.019758 -2.364810
22 C -1.668304 -1.617119 -2.415020
23 C -4.073781 -1.923120 -2.223317
24 O 0.456661 -4.541666 -0.064498
25 C 0.991529 -0.787149 3.305765
26 C -2.979819 -1.104716 -2.370084
27 H 2.053070 -0.745002 3.066199
28 O 0.318239 2.072984 -0.432484
29 C 2.456190 -3.142435 0.977793
30 C 0.815656 -0.864990 4.812679
31 H 0.576966 -1.683812 2.849830
32 H 0.228576 -1.157228 -3.196012
33 H -2.484520 -4.917437 -2.147690
34 H 1.247046 0.007014 5.300114
35 C -2.499860 1.301056 3.184375
36 H -4.802722 -0.901818 0.400672
37 C -4.310386 -1.471516 1.185524
38 C -3.786812 1.614151 3.791286
39 C -6.175740 1.908562 3.517755
40 H 2.422145 1.962238 4.228274
41 F 2.290047 -3.548353 2.242012
42 H -7.046007 1.898759 2.876169
43 H -4.684380 -1.133569 2.150243
44 O 1.495710 -2.723532 -1.329820
45 H 0.549041 2.912058 -0.836306
46 H -5.278416 2.482641 6.716780
47 H -0.802886 0.257162 -2.839452
48 C -2.619835 -3.846208 -2.205578
49 H -3.076917 1.947585 5.794203
50 C 1.508967 2.261218 2.286533
51 N 2.327947 0.309600 -0.914917
52 H -2.098995 1.475851 -1.064187
53 C -5.026960 -4.138802 -1.926368
54 C -2.615893 1.873622 -0.193698
55 N -5.947490 -4.809082 -1.757029
56 C -3.938636 1.935634 5.143853
57 Ge -2.120044 0.590928 1.306923
58 C -0.516012 -0.743471 -2.513797
59 C -4.934477 1.597788 2.998681
60 F 2.871663 -1.863947 1.023472
61 H -4.826709 1.334871 1.956666
62 H -4.581596 -2.519257 1.050475
63 H 1.303165 -1.754671 5.211699
64 H -2.428270 -1.684024 0.167336
65 C -2.804134 -1.296826 1.110622
66 H -4.571986 2.665762 0.283159
67 H 1.174635 3.208743 4.190347
68 H -7.279600 2.464187 5.270505
69 C -5.181413 2.237712 5.667257
70 H -4.616235 1.196942 -0.694401
71 N 6.649200 0.042760 -2.717812
72 H -0.549623 -3.461193 -2.422883
73 H 1.101556 1.505361 -0.530759
74 H 2.341816 1.854233 1.710703
75 H -4.159020 2.734098 -1.423379
76 C -6.307348 2.228182 4.859388

Force components x, y, z for each atom (eV/Å):
S 1.634 -3.813 1.605
C 0.601 -0.269 -0.624
O -0.616 0.824 0.403
N -0.117 0.460 0.835
H 0.163 -0.016 0.013
C 0.045 -0.112 0.129
Mg -0.507 1.664 -1.649
C 0.320 -0.200 -0.569
H 0.025 0.111 -0.070
F -0.330 -0.040 -0.169
H 0.065 0.091 0.258
H 0.044 0.030 0.067
H 0.140 0.027 0.043
Ge 0.377 0.492 1.107
H -0.112 0.002 0.134
C 0.893 0.617 -0.205
H -0.018 -0.115 -0.137
C -0.540 0.566 0.243
C -0.103 -0.196 -0.016
H -0.032 0.017 0.033
C 0.037 0.004 0.043
C -0.131 -0.059 -0.323
C -0.031 -0.182 0.015
O -0.139 0.012 0.028
C -0.255 0.291 -0.443
C -0.010 -0.051 0.129
H 0.030 -0.019 -0.138
O -0.360 0.078 0.022
C 0.410 -0.132 0.306
C -0.081 0.156 -0.053
H 0.080 -0.006 -0.043
H 0.165 0.014 0.029
H 0.014 -0.045 0.031
H 0.009 0.081 0.168
C 0.664 -0.317 -0.893
H -0.183 0.053 -0.045
C 0.050 0.147 0.040
C -0.640 0.107 0.203
C -0.229 0.024 0.029
H 0.091 -0.046 0.167
F -0.383 -0.066 -0.296
H -0.052 -0.024 -0.044
H -0.179 -0.015 0.050
O 0.091 0.759 -0.645
H 0.093 0.011 -0.144
H 0.024 0.001 0.049
H 0.115 0.044 0.053
C -0.317 0.065 0.065
H 0.107 -0.019 0.039
C -0.582 -0.468 -0.141
N 0.030 -0.614 0.092
H 0.139 0.025 -0.021
C -0.753 -0.556 0.140
C 0.308 -0.523 0.537
N -0.145 -0.114 0.003
C 0.051 -0.013 -0.096
Ge -0.489 0.110 0.203
C -0.137 0.240 0.159
C 0.241 -0.004 0.044
F -0.045 0.076 -0.078
H -0.091 -0.023 -0.084
H -0.053 -0.036 0.017
H 0.034 -0.059 0.071
H 0.072 -0.051 -0.067
C 0.381 0.553 -0.010
H -0.151 0.049 0.051
H -0.028 0.064 0.167
H -0.024 0.012 0.023
C -0.016 0.029 0.136
H -0.164 -0.095 -0.047
N 0.405 -0.204 -0.304
H -0.029 0.026 -0.132
H 0.306 0.534 -0.227
H -0.037 0.006 -0.132
H -0.049 0.016 -0.049
C -0.095 0.017 -0.086

Record 2
# C3HN3O6

3 unconnected molecules or ions with the total composition C3HN3O6 at a distorted geometry (ωB97M-V/def2-TZVPD, OMol25).

Calculated values
Largest force on an atom   2.0 eV/A
M   175.1 g mol⁻¹
Structure (SMILES)   N#CO[N+](=O)[O-].N=C=O.O=C=O
Energy   -730.50025 a.u.
Energy relative to the best compared isomer or geometry (same formula, charge and spin)   3.690 eV
HOMO level   -10.858 eV

Element x y z (Å)
1 N -2.914333 -0.044095 -0.002511
2 C 3.325505 -0.128658 0.099724
3 C 0.318625 1.848284 -0.177207
4 O -0.581608 1.133972 -0.181506
5 O -3.404702 0.600355 0.815630
6 N 2.141720 -0.210810 0.223169
7 N -0.050611 -2.052474 -0.348240
8 O 1.180651 2.592647 -0.166817
9 O -2.915631 -0.129867 -1.153675
10 O -2.018919 -1.167682 0.698297
11 C -1.011264 -1.628639 0.116074
12 O 4.447510 0.134748 0.037206
13 H 1.483062 -0.947781 0.039853

Force components x, y, z for each atom (eV/Å):
N 0.515 -0.364 -0.330
C -0.096 0.274 0.043
C 0.000 0.036 0.098
O -1.119 -0.867 -0.036
O -0.397 0.425 0.873
N -0.882 0.106 0.222
N 0.634 -0.480 -0.458
O 1.249 1.161 -0.056
O -0.007 -0.110 -1.153
O -1.196 0.054 1.619
C 0.172 0.216 -0.544
O 1.191 -0.014 -0.124
H -0.064 -0.437 -0.154